1.
Density functional theory data (ωB97M-V/def2-TZVPD) for a single C8H16O2Si molecule.

XYZ file:
```
27
Properties=species:S:1:pos:R:3:forces:R:3:mulliken_charge:R:1
C -2.976 -0.057 0.021 -0.16 -1.53 -1.98 -0.3722
C -4.043 0.721 0.026 -0.24 -0.13 0.12 0.5982
C 2.481 0.022 -0.002 -0.61 -1.35 -2.08 -1.7773
C 0.937 1.553 -1.144 -0.84 1.17 0.39 -1.4316
C 1.003 1.478 1.465 0.26 0.37 -3.78 -1.8321
C -0.345 -1.594 -1.619 -0.83 0.14 1.55 -1.2155
C -0.230 -1.705 1.627 -1.95 -2.72 -4.52 -1.2027
C 1.097 0.618 0.082 -0.08 1.30 1.16 1.5364
O -1.700 0.364 0.103 1.73 0.54 0.98 -0.3689
O -5.074 1.250 0.089 0.00 0.16 0.14 -0.3695
Si -0.346 -0.657 0.109 0.81 0.68 -2.04 0.7355
H -3.049 -0.915 -0.697 -0.77 0.45 0.90 0.1243
H 2.504 -0.511 -1.008 0.50 0.51 1.03 0.3723
H 3.345 0.699 0.052 -0.47 0.04 0.16 0.4102
H 2.512 -0.748 0.730 0.76 -0.73 0.83 0.4368
H 0.034 2.303 -0.953 1.83 -1.63 -0.92 0.2095
H 0.850 0.905 -2.041 -0.57 0.67 0.34 0.3427
H 1.880 2.130 -1.373 -0.89 -0.24 0.67 0.4260
H 1.530 2.401 1.141 -0.73 -0.03 0.62 0.4565
H -0.052 1.586 1.620 -0.42 0.76 0.64 0.4733
H 1.532 1.126 2.301 0.49 -1.03 0.99 0.3681
H -0.035 -0.866 -2.342 0.60 0.24 -0.45 0.3015
H 0.296 -2.473 -1.585 0.19 0.10 -0.18 0.2995
H -1.321 -1.914 -2.003 -0.02 -0.10 0.41 0.4068
H -1.282 -1.901 1.741 -0.52 -0.17 1.04 0.3805
H 0.228 -2.675 1.358 0.13 0.57 0.49 0.3090
H 0.224 -1.142 2.302 1.80 1.94 3.51 0.3824
```
Positions in Å, forces in eV/Å.

The max |F| comes out at 5.6 eV/Å. The calculation puts the HOMO-LUMO gap at 8.8 eV. Its net charge is 0. The SMILES is CC(C)(C)[Si](C)(C)OC=C=O. The LUMO energy is 0.43 eV. As for the energy above the lowest of the compared OMol25 structures with the same formula, charge and spin: 189.01 kJ/mol.

***

2.
Density functional theory data (ωB97M-V/def2-TZVPD) for a molecular structure, C8H16O4S2.

XYZ file:
```
30
Properties=species:S:1:pos:R:3:forces:R:3:mulliken_charge:R:1
C 0.167 3.909 0.699 0.29 0.69 -0.43 -1.1286
C 0.308 2.589 0.644 -0.53 -1.16 2.94 0.1191
C -2.614 -2.488 -0.374 -0.13 1.14 -1.38 -1.1028
C 2.676 -1.787 0.672 -3.91 1.35 -4.62 -1.2304
C 0.329 1.920 -1.912 -0.43 0.52 2.87 -1.2659
C -2.854 -1.522 0.706 1.71 0.76 2.38 -0.5097
C 2.312 -0.287 0.565 -2.53 -2.93 -4.58 -0.7053
C 0.278 1.687 -0.410 0.09 -1.07 0.69 0.5431
O -2.890 0.963 1.198 -0.09 1.66 1.87 -0.6063
O -3.027 0.300 -1.131 1.09 -0.11 0.25 -0.6392
O -0.137 -0.900 -0.865 1.50 0.64 0.94 -0.6813
O -0.152 -0.208 1.547 0.49 0.26 -0.67 -0.6221
S -2.335 0.154 0.164 -2.90 -0.25 -1.63 1.1584
S 0.404 -0.031 0.203 1.45 -0.89 -0.26 1.0061
H 0.186 4.541 1.549 -0.03 -0.11 1.04 0.3099
H 0.070 4.431 -0.173 -0.28 1.54 -2.41 0.3017
H 0.267 2.229 1.700 0.35 -0.73 -1.09 0.1820
H -3.306 -3.245 -0.186 -1.21 -1.59 -0.35 0.4411
H -2.706 -2.023 -1.418 -0.03 -0.79 1.68 0.2722
H -1.666 -2.862 -0.215 2.14 -1.08 -0.32 0.2344
H 2.069 -2.125 1.424 -0.74 -1.53 2.18 0.3829
H 2.322 -2.332 -0.327 0.90 1.11 2.07 0.2258
H 3.681 -1.820 0.745 3.25 -0.68 0.71 0.4831
H 0.172 0.895 -2.254 -0.37 0.76 -1.29 0.3823
H -0.329 2.811 -2.072 -0.16 -1.36 -0.64 0.3418
H 1.306 2.336 -2.051 0.91 -0.19 -0.75 0.3871
H -2.515 -1.703 1.834 -0.07 0.20 -2.74 0.2932
H -3.873 -1.342 0.805 -2.02 0.67 0.11 0.4645
H 2.778 0.137 -0.299 0.59 0.82 -0.10 0.4492
H 2.330 0.162 1.449 0.66 2.38 3.51 0.5135
```
Positions in Å, forces in eV/Å.

The max |F| comes out at 6.2 eV/Å. The calculation puts the HOMO-LUMO gap (alpha / beta) at 7.1 / 7.2 eV. Its net charge is 0. The LUMO energy (alpha / beta) is -1.46 / -1.40 eV. As for the energy above the lowest of the compared OMol25 structures with the same formula, charge and spin: 495.74 kJ/mol.

***

3.
Density functional theory data (ωB97M-V/def2-TZVPD) for 2 unconnected molecules or ions with the total composition C8H16OS.

XYZ file:
```
26
Properties=species:S:1:pos:R:3:forces:R:3:mulliken_charge:R:1
C 0.948 0.681 0.554 -0.57 2.83 -1.25 0.8095
C 0.197 1.717 0.184 0.79 -1.49 0.61 -0.1510
C 2.135 0.945 1.454 -2.14 2.02 -0.39 -1.5378
C -0.581 2.707 -0.126 0.69 -1.95 1.40 -1.1975
C 0.643 -1.795 0.724 0.31 0.62 -0.59 -1.5088
C 2.103 -0.836 -1.085 0.06 2.32 1.71 -1.5084
C -2.910 0.214 -1.158 4.84 1.64 1.35 -0.8650
C 0.853 -0.585 -0.190 -1.34 -1.72 -1.81 1.4078
O -2.713 -1.819 0.533 0.56 -1.93 -0.11 -0.4542
S -2.515 -0.200 0.610 -1.51 0.80 -0.97 0.1362
H 3.020 0.846 0.888 1.19 0.01 -0.36 0.3666
H 1.999 1.979 1.871 0.52 -1.05 -0.29 0.3746
H 2.058 0.238 2.207 0.47 -1.30 1.82 0.4103
H -3.488 -2.317 0.198 0.12 1.44 0.35 0.2981
H -1.412 3.010 0.389 -2.30 -0.14 1.81 0.4053
H -0.381 3.465 -0.742 1.51 2.38 -3.12 0.3592
H 1.653 -1.944 1.156 -0.99 -0.31 0.78 0.4327
H 0.400 -2.667 0.105 0.05 0.08 0.22 0.3676
H -0.242 -1.531 1.329 0.88 -0.66 0.48 0.2774
H 1.925 -1.795 -1.517 0.37 -0.37 -1.05 0.4681
H 2.165 0.100 -1.706 0.22 -1.45 -0.21 0.3662
H 3.045 -0.849 -0.446 -1.11 -0.24 -0.78 0.2783
H -1.957 -0.102 -1.711 -1.97 0.20 0.14 0.1461
H -3.035 1.300 -1.283 0.38 -0.23 0.33 0.2858
H -3.819 -0.166 -1.361 -2.74 -1.94 -1.12 0.4642
H -0.090 -0.593 -0.879 1.72 0.45 1.01 -0.4312
```
Positions in Å, forces in eV/Å.

The max |F| comes out at 5.3 eV/Å. The calculation puts the HOMO-LUMO gap at 8.8 eV. Its net charge is 0. The SMILES is C=C=C(C)C(C)C.CSO. The LUMO energy is 0.62 eV. As for the energy above the lowest of the compared OMol25 structures with the same formula, charge and spin: 418.34 kJ/mol.

***

4.
Density functional theory data (ωB97M-V/def2-TZVPD) for 2 unconnected molecules or ions with the total composition C8H16OS2.

XYZ file:
```
27
Properties=species:S:1:pos:R:3:forces:R:3:mulliken_charge:R:1
C 3.418 1.378 -0.026 -0.12 0.10 -0.09 0.0745
C 4.083 0.230 0.021 -0.18 -0.43 -0.09 -0.3428
C 4.002 2.703 0.322 0.10 -0.09 0.04 -1.1394
C -3.637 -0.359 -1.584 0.32 0.09 0.02 -1.6289
C -3.237 0.850 0.580 0.12 0.01 -0.25 -1.2780
C 0.138 -2.604 1.106 0.23 0.39 -0.22 -0.9583
C -2.582 0.048 -0.557 -0.19 0.07 0.27 0.7883
C -1.864 -1.131 0.005 0.05 -0.08 -0.21 -0.8223
O 1.966 -1.106 -0.828 1.43 -0.13 -0.43 -0.4461
S -0.227 -0.976 0.400 -0.63 0.03 0.70 0.2692
S 3.411 -1.323 -0.410 -0.67 0.18 -0.01 0.1944
H 2.388 1.359 -0.357 -0.12 -0.07 -0.04 0.4000
H 5.112 0.147 0.335 0.26 0.08 0.09 0.2418
H 5.007 2.588 0.724 0.05 0.09 0.02 0.3321
H 4.051 3.336 -0.566 -0.02 0.08 0.00 0.2869
H 3.381 3.212 1.058 -0.01 0.07 0.03 0.2849
H -4.393 -0.993 -1.127 -0.09 -0.10 0.07 0.3548
H -4.127 0.525 -1.979 -0.15 0.10 -0.09 0.4219
H -3.184 -0.899 -2.412 0.01 -0.09 -0.09 0.3734
H -3.965 0.235 1.105 -0.08 -0.07 0.07 0.3393
H -2.485 1.181 1.290 0.06 0.04 0.14 0.3156
H -3.746 1.721 0.176 -0.12 0.20 0.00 0.3782
H 0.802 -2.451 1.952 -0.01 -0.09 0.05 0.3254
H 0.649 -3.195 0.352 -0.03 -0.16 0.00 0.2615
H -0.780 -3.080 1.431 -0.06 -0.04 0.06 0.3850
H -1.846 0.701 -1.040 -0.03 0.04 -0.08 0.2465
H -2.335 -2.097 0.029 -0.09 -0.24 0.03 0.3422
```
Positions in Å, forces in eV/Å.

The max |F| comes out at 1.5 eV/Å. The calculation puts the HOMO-LUMO gap (alpha / beta) at 8.9 / 4.7 eV. Its net charge is 0. The LUMO energy (alpha / beta) is 0.76 / -1.21 eV. As for the energy above the lowest of the compared OMol25 structures with the same formula, charge and spin: 101.80 kJ/mol.

***

Calculated total energy, -20526.9286 -38409.4235 -21434.2227 -32270.1200 eV (same order as the records).